Entry 1:
{
  "formula": "C4H11N3O",
  "method": "the ωB97M-V functional and the def2-TZVPD basis",
  "mol_weight_da": 117.15,
  "lumo_ev": -7.57,
  "e_tot_ha": -397.7216,
  "de_lowest_ev": 3.622,
  "smiles": "CN([NH3+])C/[NH+]=C1\\CO1",
  "charge": 2,
  "gap_ev": 11.6,
  "symbols": ["C", "N", "N", "C", "N", "C", "C", "O", "H", "H", "H", "H", "H", "H", "H", "H", "H", "H", "H"],
  "coordinates": [[1.340834, -1.013563, -0.832422], [0.743160, 0.034241, -0.001045], [1.662087, 0.303187, 1.069146], [0.133142, 1.333769, -0.451670], [-1.401675, 1.147314, -0.448521], [-2.022807, 0.143061, 0.033651], [-2.235158, -1.245550, 0.323047], [-3.255981, -0.125187, 0.160360], [1.834497, -1.810935, -0.214153], [0.618734, -1.552642, -1.540806], [2.256646, -0.566353, -1.410079], [1.722108, -0.536744, 1.701608], [1.379521, 1.068899, 1.648279], [2.671549, 0.571097, 0.744982], [0.495415, 1.647523, -1.372049], [0.207841, 2.120432, 0.194090], [-1.891725, 2.018522, -0.473763], [-2.316949, -1.579290, 1.397278], [-1.941237, -1.957786, -0.527932]],
  "forces_ev_per_a": [[1.8, -0.2, -2.2], [-0.6, 1.3, 1.3], [2.3, -0.9, -0.2], [-1.9, -4.4, -0.1], [2.4, 0.4, 0.2], [-0.2, -0.7, 0.0], [0.9, -0.8, 0.6], [-0.6, -0.4, -0.7], [-0.9, 0.7, -0.1], [0.9, 1.2, 1.1], [-1.7, -0.8, 0.5], [0.1, 0.7, -0.7], [-0.6, 0.8, 0.6], [-1.7, -0.7, 0.4], [0.2, 0.3, -2.1], [1.1, 1.8, 2.2], [-0.7, 0.6, -0.5], [0.6, 0.1, -1.4], [-1.4, 0.9, 1.3]]
}

=====

Entry 2:
{
  "formula": "C3H27O13",
  "method": "the ωB97M-V functional and the def2-TZVPD basis",
  "mol_weight_da": 271.24,
  "lumo_ev": 2.64,
  "e_tot_ha": -1108.8341,
  "charge": -1,
  "gap_ev": 9.8,
  "symbols": ["O", "C", "O", "C", "C", "H", "H", "H", "H", "H", "H", "H", "O", "H", "H", "O", "H", "H", "O", "H", "H", "O", "H", "H", "O", "H", "H", "O", "H", "H", "O", "H", "H", "O", "H", "H", "O", "H", "H", "O", "H", "H", "O"],
  "coordinates": [[2.172319, 0.810922, 0.370406], [1.045492, 1.434230, 0.387347], [0.760373, 2.244809, 1.285798], [0.042194, 1.130282, -0.703924], [0.482609, 1.639590, -2.075100], [-0.158643, 0.058341, -0.750685], [-0.912862, 1.587715, -0.449632], [0.784799, 2.691023, -2.017971], [1.333130, 1.071566, -2.455510], [-0.331746, 1.577506, -2.796987], [-0.760121, 2.991763, 1.416566], [-1.608111, 4.089936, 0.772936], [-1.672976, 3.373874, 1.413980], [-1.267920, -0.914849, 2.101600], [-1.162252, -2.276343, 1.405797], [-1.769999, -1.513583, 1.502049], [2.538524, 0.312380, 2.173569], [2.388292, -1.177253, 2.457409], [2.442108, -0.325040, 2.906416], [-3.392998, 1.190670, -1.314789], [-2.885538, -0.059281, -2.014287], [-3.208618, 0.844106, -2.207861], [1.025540, -2.153034, -1.264962], [0.675767, -2.027066, -2.771152], [0.388166, -2.446911, -1.951598], [3.801413, 0.559896, -2.432558], [3.146051, 0.259231, -1.054436], [3.597253, -0.156978, -1.824383], [-0.337435, 1.108716, 2.822725], [0.634172, 0.001676, 3.214548], [-0.324511, 0.206342, 3.168981], [-2.227485, -1.600335, -0.316590], [-1.418522, -1.974994, -1.591766], [-2.300857, -1.698587, -1.287957], [0.870112, -3.009097, 0.701128], [-0.198026, -3.903309, 0.045735], [0.079531, -3.541874, 0.899475], [2.082230, -0.830299, 0.188020], [2.983573, -1.928414, -0.430686], [2.169173, -1.820748, 0.081483], [-3.111695, 0.599872, 0.921153], [-2.906838, 2.151028, 0.888328], [-3.485677, 1.422533, 0.587368]],
  "forces_ev_per_a": [[-0.2, 0.0, -0.2], [0.3, -0.3, 0.3], [-0.1, 0.1, 0.0], [-0.4, 0.1, -0.2], [0.2, 0.1, -0.1], [0.2, -0.1, 0.0], [0.0, 0.0, 0.1], [0.0, -0.1, 0.0], [0.0, 0.0, 0.0], [-0.1, -0.1, 0.1], [0.0, -0.1, -0.1], [-0.1, 0.0, 0.1], [0.1, 0.3, 0.0], [-0.3, 0.0, -0.2], [-0.3, 0.1, 0.0], [0.4, 0.0, 0.2], [0.0, 0.0, -0.1], [0.1, 0.0, 0.0], [0.0, -0.1, 0.2], [0.0, -0.1, -0.2], [-0.1, 0.2, -0.1], [0.1, -0.1, 0.1], [-0.1, 0.0, -0.2], [0.0, 0.0, 0.2], [0.1, 0.0, -0.1], [0.0, 0.0, 0.1], [0.0, 0.2, -0.3], [0.0, -0.1, 0.1], [0.1, -0.1, -0.1], [-0.2, 0.0, 0.0], [0.1, 0.0, 0.1], [0.1, 0.1, -0.3], [-0.1, 0.1, 0.2], [0.0, -0.2, 0.1], [-0.1, -0.1, 0.0], [0.1, 0.2, 0.1], [0.1, -0.2, -0.1], [0.0, 0.0, 0.0], [-0.1, 0.0, 0.1], [0.2, 0.0, 0.0], [0.1, 0.0, 0.1], [0.1, -0.3, 0.1], [-0.2, 0.1, -0.1]]
}

=====

Entry 3:
{
  "formula": "C5H14N2",
  "method": "the ωB97M-V functional and the def2-TZVPD basis",
  "mol_weight_da": 102.18,
  "lumo_ev": [-2.70, -6.76],
  "e_tot_ha": -308.0873,
  "de_lowest_ev": 0.927,
  "multiplicity": 2,
  "s_squared": 0.7544,
  "charge": 1,
  "gap_ev": [11.2, 7.2],
  "symbols": ["C", "N", "C", "C", "C", "C", "N", "H", "H", "H", "H", "H", "H", "H", "H", "H", "H", "H", "H", "H", "H"],
  "coordinates": [[0.734303, -0.379873, 0.223401], [0.077661, -0.871300, -0.961213], [-0.634484, -2.098510, -0.953550], [-0.230837, -0.019095, -2.081015], [0.041988, 0.861704, 0.849716], [1.027061, 1.854291, 1.464919], [-1.017463, 0.330818, 1.660205], [0.877466, -1.253783, 0.826384], [1.794244, -0.192772, -0.027247], [-0.823598, -2.580010, -1.949182], [-1.584134, -1.923553, -0.478424], [-0.138262, -2.952423, -0.473137], [-1.331122, -0.099907, -2.305128], [0.097112, 1.035643, -2.078000], [0.139350, -0.532119, -2.992203], [-0.419138, 1.289057, -0.170486], [1.440777, 2.476128, 0.683880], [1.780641, 1.371193, 2.064288], [0.508534, 2.416401, 2.209644], [-1.612379, 1.144108, 1.886030], [-0.727722, 0.124001, 2.601118]],
  "forces_ev_per_a": [[1.7, -0.4, -0.4], [-0.3, 1.0, -0.5], [0.1, -2.5, -1.0], [-0.8, -0.4, -1.5], [-0.1, -0.3, -2.9], [-0.5, -0.8, -0.2], [-1.4, 1.6, 0.4], [-0.5, -0.3, 1.0], [-0.3, 0.6, -0.5], [0.1, 1.3, 0.4], [-0.6, 0.1, 0.4], [0.2, 0.8, 0.6], [0.7, 0.4, 0.6], [0.0, -0.8, 0.4], [0.3, 0.3, 0.4], [0.5, -0.1, 2.8], [0.3, 0.3, 0.1], [0.6, -0.4, -0.2], [-0.6, 0.9, 0.1], [-0.2, -0.6, -0.5], [0.8, -0.6, 0.3]]
}

=====

Entry 4:
{
  "formula": "C6H8N2O2S",
  "method": "the ωB97M-V functional and the def2-TZVPD basis",
  "mol_weight_da": 172.21,
  "lumo_ev": 0.02,
  "e_tot_ha": -891.4690,
  "de_lowest_ev": 4.666,
  "gap_ev": 8.5,
  "symbols": ["C", "C", "C", "C", "C", "C", "N", "N", "O", "O", "S", "H", "H", "H", "H", "H", "H", "H", "H"],
  "coordinates": [[-1.593063, -1.414939, 0.665778], [-0.457622, -1.567508, -0.092661], [-2.165951, -0.193428, 0.999976], [-1.451491, 0.834892, 0.496808], [0.184135, -0.435874, -0.615377], [0.318054, 2.054899, -0.739440], [-0.407616, 0.803896, -0.364433], [1.317008, -0.463416, -1.261247], [3.384594, -1.409883, 0.347561], [1.994583, 0.348461, 1.336725], [2.814426, -0.063513, 0.239698], [-2.012700, -2.401423, 0.932193], [-0.142728, -2.489269, -0.265902], [-3.063417, -0.200743, 1.587191], [-1.792439, 1.797778, 0.758926], [-0.397459, 2.811300, -0.605266], [1.130205, 2.074591, -0.056203], [0.622794, 1.918576, -1.800231], [1.718679, -2.004391, -1.564105]],
  "forces_ev_per_a": [[0.4, -2.7, -0.6], [-3.0, 4.0, 1.4], [1.0, -1.2, -0.5], [-1.0, 1.4, 0.0], [-0.2, -0.1, -0.3], [-0.5, -2.5, -1.0], [0.4, -1.4, 0.7], [1.8, -4.0, -1.8], [-0.7, 1.0, -0.1], [-1.1, 0.3, 1.1], [2.4, -1.2, -0.8], [-0.2, 0.8, 0.3], [1.7, -3.7, -0.9], [0.0, 0.8, 0.2], [-0.1, 1.3, 0.0], [-0.6, 1.3, 0.1], [0.9, 0.7, 0.3], [0.0, 0.4, 0.8], [-1.4, 4.8, 1.2]]
}